(1)
Formula: C30H44F4N2O22P
Source: the Open Molecules 2025 dataset
Level of theory: ωB97M-V with the def2-TZVPD basis set

Each line ends with the Mulliken charge.
Cartesian coordinates (Å):
N (2.4739, 0.3934, 5.4362)  -0.843
P (0.9195, 0.5753, 5.3111)  0.713
N (0.4015, 1.8927, 4.3675)  0.049
C (0.6873, 3.0892, 5.1509)  -0.911
O (0.3210, 4.2718, 4.4645)  -0.232
C (1.3023, 5.1464, 4.2729)  0.934
F (1.8736, 5.5549, 5.4352)  -0.295
F (2.3057, 4.6680, 3.5148)  -0.265
F (0.8080, 6.2274, 3.6717)  -0.257
C (-1.0365, 1.6979, 3.9669)  0.125
C (-2.0754, 2.1212, 5.0332)  -0.778
C (-2.6407, 3.4846, 4.9066)  0.491
O (-2.4521, 4.3917, 5.6359)  -0.562
F (-3.4535, 3.6186, 3.8740)  -0.139
C (-1.3715, 2.2467, 2.5481)  -0.122
O (-1.1944, 3.4599, 2.3441)  -0.695
O (-1.8250, 1.3621, 1.7856)  -0.860
H (2.9396, 1.1155, 4.9004)  0.213
H (0.3705, 0.7780, 6.6024)  -0.069
H (0.3171, -0.5126, 4.7092)  0.162
H (1.7578, 3.1035, 5.3155)  0.536
H (0.2363, 3.0952, 6.1412)  0.331
H (-1.1640, 0.6331, 3.8507)  0.767
H (-1.7022, 1.9709, 6.0351)  0.386
H (-2.8999, 1.4260, 4.9112)  0.416
C (3.2262, -5.5381, 4.8633)  -1.686
C (2.2695, -4.4668, 4.4106)  1.230
C (2.6270, -3.0683, 4.8667)  -0.595
O (1.3263, -2.4528, 4.9009)  -0.056
C (0.4134, -3.4160, 5.1399)  0.482
O (-0.7241, -3.2079, 5.4302)  -0.593
O (0.9589, -4.6396, 5.0032)  -0.398
H (3.0171, -6.4761, 4.3531)  0.354
H (4.2531, -5.2468, 4.6423)  0.375
H (3.1223, -5.7119, 5.9353)  0.381
H (2.1506, -4.4939, 3.3363)  -0.133
H (3.2705, -2.5368, 4.1714)  0.275
H (3.0665, -3.0270, 5.8653)  0.295
C (-1.7797, -4.0541, 0.1850)  -1.333
C (-1.1492, -5.3210, 0.7058)  0.433
C (-1.4369, -5.6189, 2.1606)  -0.370
O (-0.2695, -6.3645, 2.5512)  -0.308
C (0.7468, -5.9714, 1.7642)  0.551
O (1.8948, -6.2030, 1.9853)  -0.571
O (0.2953, -5.2339, 0.7266)  -0.169
H (-1.6863, -3.9872, -0.8959)  0.283
H (-2.8391, -4.0245, 0.4383)  0.382
H (-1.2885, -3.1796, 0.6140)  0.330
H (-1.4182, -6.1718, 0.0743)  0.195
H (-2.3352, -6.2101, 2.3117)  0.324
H (-1.4887, -4.7163, 2.7736)  0.238
C (1.3889, -1.1916, -2.0320)  -1.438
C (2.5917, -1.2477, -1.1221)  0.511
C (2.8814, -2.6143, -0.5378)  -0.165
O (3.5343, -2.2794, 0.6983)  -0.349
C (3.0814, -1.0521, 1.0798)  0.643
O (3.2713, -0.5613, 2.1415)  -0.534
O (2.3957, -0.4713, 0.0706)  -0.328
H (1.3402, -0.2332, -2.5483)  0.385
H (1.4350, -1.9818, -2.7821)  0.360
H (0.4688, -1.2939, -1.4573)  0.311
H (3.4735, -0.8485, -1.6330)  0.194
H (3.5329, -3.2225, -1.1603)  0.331
H (1.9724, -3.1730, -0.3134)  0.058
C (-6.5478, 5.5033, 1.8781)  -1.443
C (-6.3635, 4.0069, 1.8386)  0.739
C (-5.5289, 3.4956, 0.6857)  -0.463
O (-6.0706, 2.1764, 0.4916)  -0.308
C (-7.3504, 2.1895, 0.9134)  0.621
O (-8.1446, 1.3288, 0.7061)  -0.566
O (-7.6157, 3.3250, 1.6032)  -0.393
H (-6.9944, 5.8143, 2.8219)  0.361
H (-5.5868, 6.0057, 1.7733)  0.376
H (-7.2160, 5.8257, 1.0785)  0.370
H (-5.9599, 3.6502, 2.7881)  0.098
H (-4.4647, 3.4491, 0.9072)  0.329
H (-5.6883, 4.0702, -0.2310)  0.275
C (0.7562, -0.0785, -6.8781)  -1.327
C (-0.0093, -1.3636, -6.6934)  0.500
C (-1.5080, -1.1963, -6.5898)  -0.488
O (-1.8798, -2.3245, -5.7817)  -0.351
C (-0.8187, -2.6357, -5.0060)  0.652
O (-0.8517, -3.3822, -4.0833)  -0.535
O (0.2892, -1.9826, -5.4236)  -0.283
H (1.7985, -0.2771, -7.1220)  0.343
H (0.3305, 0.5127, -7.6856)  0.339
H (0.7422, 0.5043, -5.9560)  0.287
H (0.2475, -2.0777, -7.4800)  0.218
H (-2.0127, -1.2321, -7.5510)  0.326
H (-1.7917, -0.2827, -6.0630)  0.322
C (4.5579, 3.4828, -7.7795)  -1.394
C (3.9676, 2.8591, -9.0204)  0.427
C (3.3347, 3.8360, -9.9871)  -0.486
O (2.3332, 3.0264, -10.6222)  -0.349
C (1.9769, 2.0577, -9.7474)  0.638
O (1.0333, 1.3482, -9.8665)  -0.514
O (2.8420, 2.0161, -8.7068)  -0.252
H (5.1467, 2.7561, -7.2221)  0.351
H (5.2067, 4.3176, -8.0437)  0.373
H (3.7674, 3.8378, -7.1188)  0.355
H (4.7134, 2.2421, -9.5283)  0.241
H (4.0309, 4.2275, -10.7235)  0.315
H (2.8394, 4.6655, -9.4772)  0.309

Force components x, y, z for each atom (eV/Å):
N -0.43 0.33 0.31
P 1.93 0.29 -0.55
N -1.21 0.05 0.91
C 0.86 -0.06 -0.52
O -0.07 0.17 0.22
C -0.25 0.11 -0.29
F 0.08 0.01 0.04
F 0.05 0.01 0.06
F 0.06 -0.13 0.07
C 0.23 0.11 0.00
C -0.06 -0.67 -0.52
C 0.90 -0.03 0.30
O -0.06 0.80 0.64
F -0.95 -0.01 -0.64
C -0.07 0.07 -0.58
O -0.02 -0.19 0.03
O -0.04 0.15 0.10
H 0.35 -0.20 -0.15
H -0.53 -0.35 -0.12
H -0.69 0.01 0.15
H 0.28 -0.10 0.10
H -0.57 0.12 0.08
H 0.06 -0.31 0.00
H 0.14 0.18 0.33
H -0.25 -0.12 -0.08
C -0.26 -0.32 0.08
C 0.52 0.09 0.47
C -0.10 0.10 -0.24
O 0.08 -0.25 0.19
C 0.14 0.11 -0.01
O -0.18 0.00 -0.03
O 0.07 -0.05 -0.12
H 0.01 0.00 -0.06
H 0.00 0.05 -0.02
H 0.08 0.15 0.04
H 0.02 0.08 -0.17
H -0.15 0.17 -0.04
H -0.08 -0.07 0.04
C 0.32 0.13 -0.14
C -0.25 0.24 0.02
C 0.04 -0.03 0.07
O -0.20 -0.06 0.01
C -0.04 0.21 0.09
O 0.07 -0.26 -0.31
O -0.01 -0.13 -0.08
H 0.00 -0.01 -0.10
H -0.01 -0.02 0.04
H -0.10 -0.01 0.13
H 0.06 -0.06 0.04
H 0.09 -0.15 0.05
H 0.00 0.05 -0.03
C -0.10 0.28 0.07
C -0.23 -0.15 -0.18
C 0.13 0.04 0.08
O -0.13 -0.07 -0.06
C -0.03 0.08 -0.16
O 0.11 -0.11 0.15
O 0.09 0.01 -0.06
H 0.01 0.00 0.00
H 0.01 -0.03 0.02
H 0.02 -0.13 0.04
H 0.06 -0.05 0.05
H 0.12 0.02 0.12
H -0.11 0.00 -0.02
C -0.32 0.01 0.07
C 0.15 0.23 -0.06
C 0.19 -0.11 0.09
O -0.03 0.14 -0.08
C 0.12 0.10 0.02
O -0.13 -0.13 -0.01
O 0.05 -0.01 0.09
H 0.03 0.00 0.02
H 0.05 -0.04 0.01
H 0.10 -0.02 -0.11
H 0.03 -0.08 -0.03
H 0.01 -0.24 0.02
H -0.06 0.05 0.03
C 0.25 -0.06 0.30
C 0.09 0.38 -0.07
C -0.07 -0.12 0.00
O -0.07 0.18 -0.10
C 0.06 -0.05 0.08
O 0.00 -0.13 0.13
O -0.03 -0.03 -0.18
H 0.00 0.01 -0.05
H -0.01 -0.04 -0.07
H -0.14 0.02 0.00
H -0.06 -0.06 0.02
H -0.07 -0.15 0.03
H 0.08 0.04 0.01
C -0.12 -0.24 0.20
C 0.13 0.25 0.17
C -0.02 -0.04 -0.10
O 0.05 0.12 0.05
C 0.08 0.06 0.10
O -0.12 -0.09 -0.12
O 0.09 -0.05 -0.09
H 0.02 0.00 -0.01
H 0.01 0.01 -0.04
H -0.03 0.11 -0.08
H -0.05 -0.02 -0.07
H -0.08 -0.09 -0.13
H 0.03 -0.01 0.07

Summary:
* total charge: -1
* total energy: -100011.4397 eV
* frontier orbital gap: 6.4912 eV
* strongest force on any atom: 2.03 eV/A

(2)
Formula: C21H26F2NO5Pb
Source: the Open Molecules 2025 dataset
Level of theory: ωB97M-V with the def2-TZVPD basis set

Each line ends with the Mulliken charge.
Cartesian coordinates (Å):
Pb (0.0705, 0.2268, 1.2185)  1.347
C (-3.0624, -1.5636, 1.6358)  -0.764
C (-3.4352, -0.4964, 2.6153)  -0.602
O (-2.2380, 0.2438, 3.0966)  -0.253
C (-2.6005, 1.6133, 3.3644)  -0.213
C (-1.3342, 2.4381, 3.5533)  -0.948
O (-0.4332, 2.5955, 2.3881)  -0.333
C (-0.9096, 3.4076, 1.3005)  -0.569
C (0.2086, 3.6359, 0.2899)  -0.686
O (0.6038, 2.3890, -0.3907)  -0.192
C (0.3596, 2.2934, -1.7741)  -0.886
C (1.0167, -0.1694, -2.0134)  -1.256
O (-0.1744, -0.2875, -1.2753)  -0.163
C (-0.9697, -1.4902, -1.4289)  -0.261
C (-2.3510, -1.3637, -0.7997)  -0.751
O (-2.1157, -1.1401, 0.6216)  -0.036
H (-3.8710, -2.0449, 1.1154)  0.411
H (-2.5043, -2.4514, 2.0084)  0.321
H (-3.9486, -0.9122, 3.4737)  0.439
H (-4.2510, 0.2002, 2.1843)  0.360
H (-3.1689, 1.4717, 4.3362)  0.327
H (-3.2275, 2.0025, 2.5297)  0.325
H (-0.7070, 2.0547, 4.4466)  0.288
H (-1.5788, 3.4207, 3.9022)  0.498
H (-1.2663, 4.3046, 1.7559)  0.597
H (-1.7878, 2.9104, 0.8415)  0.218
H (1.0423, 4.0853, 0.8108)  0.315
H (-0.1191, 4.4181, -0.5307)  0.375
H (0.5481, 3.2199, -2.3620)  0.443
H (-0.7300, 2.0898, -2.0195)  0.295
H (2.6594, 0.3341, -0.5493)  0.167
H (1.0448, -0.7534, -2.9662)  0.508
H (-0.4525, -2.2631, -0.8668)  0.049
H (-1.1645, -1.8405, -2.4898)  0.406
H (-2.9082, -2.3167, -0.8991)  0.564
H (-2.9642, -0.5721, -1.2912)  0.242
F (0.8390, -5.1017, 1.9602)  -0.321
C (1.2816, -4.0009, 1.2316)  0.341
C (1.1773, -2.6861, 1.6767)  -0.620
C (1.4185, -1.6725, 0.7879)  -1.096
C (2.1616, -1.8358, -0.4346)  -0.585
C (2.2760, -3.1571, -0.7941)  0.985
F (2.8380, -3.5933, -2.0177)  -0.354
C (1.9876, -4.2575, 0.0351)  -0.623
C (2.3140, -0.5162, -1.2382)  2.134
C (3.4616, -0.7599, -2.1008)  -1.378
C (3.7410, -0.1021, -3.2825)  -0.418
C (3.0357, 0.9310, -3.9146)  -1.007
C (2.0157, 1.6593, -3.3844)  0.328
N (1.0949, 1.2411, -2.4234)  0.470
H (0.8186, -2.4485, 2.6708)  0.584
H (2.2361, -5.2705, -0.3523)  0.412
H (4.0248, -1.5867, -1.8380)  0.547
H (4.7089, -0.3838, -3.6994)  0.385
H (3.4004, 1.1620, -4.9166)  0.385
H (1.8886, 2.6893, -3.7980)  0.246

Force components x, y, z for each atom (eV/Å):
Pb 0.15 -0.80 -0.38
C 1.90 -1.84 -1.03
C -0.37 1.66 0.01
O -1.44 -0.65 -1.64
C 0.07 -1.01 0.63
C 1.47 -0.27 0.78
O -0.46 -0.17 1.09
C -0.57 -1.31 0.15
C -1.08 0.78 -1.93
O 0.24 0.90 1.13
C -2.12 -0.31 -1.99
C 1.24 1.21 -1.19
O -1.16 -0.32 -0.13
C -0.55 -0.92 -0.58
C -0.17 0.26 0.71
O 0.00 1.27 -0.72
H -1.01 0.32 0.03
H -0.52 0.72 0.93
H 0.10 -0.46 0.28
H 1.65 -0.66 0.28
H 0.38 1.32 -1.00
H 0.24 -0.13 0.70
H -0.73 0.11 -1.83
H -0.53 0.80 -0.02
H -0.12 1.13 -0.11
H 0.38 0.17 -0.11
H 0.56 -0.28 -0.04
H 0.41 -1.55 1.65
H 0.34 -0.39 0.89
H 0.74 0.20 1.02
H -1.11 -1.08 -0.49
H -0.45 0.06 0.78
H 0.10 -0.36 -0.25
H 0.80 0.82 0.90
H 0.48 0.32 -0.21
H 0.41 -0.24 0.63
F 0.65 1.75 -0.69
C 1.50 -1.74 -0.54
C -1.08 -0.84 0.13
C 1.68 1.09 -0.33
C -2.99 1.23 1.42
C 1.68 -1.69 -1.16
F -0.66 1.04 1.40
C -1.24 0.10 0.20
C 0.35 -1.27 1.50
C 0.06 2.51 -3.76
C 0.79 -2.84 2.77
C -0.88 1.21 -0.48
C 0.41 0.02 -0.97
N 0.70 1.07 0.08
H -0.41 -0.30 0.09
H -0.43 0.90 0.53
H 1.50 -1.10 0.42
H -0.41 -0.06 -0.36
H 0.02 0.72 0.50
H -0.50 -1.10 0.32

Summary:
* total charge: +1
* total energy: -44596.7935 eV
* frontier orbital gap: 6.9912 eV
* strongest force on any atom: 4.53 eV/A

(3)
Formula: C6H47N3O16
Source: the Open Molecules 2025 dataset
Level of theory: ωB97M-V with the def2-TZVPD basis set

Each line ends with the Mulliken charge.
Cartesian coordinates (Å):
N (-10.7731, -27.8811, 3.0903)  -0.171
H (-11.4480, -27.7599, 3.8318)  0.342
H (-9.9458, -27.3352, 3.2845)  0.122
H (-11.1604, -27.6102, 2.1977)  0.343
H (-10.4740, -28.8412, 2.9962)  0.302
C (-7.8772, -25.4684, 0.4760)  -1.429
C (-7.7978, -25.0277, 1.9543)  0.248
N (-6.9572, -25.8128, 2.9157)  0.916
C (-7.4424, -26.6914, 3.8405)  0.244
C (-6.3572, -27.1065, 4.6631)  -0.852
N (-5.2056, -26.6252, 4.1554)  1.258
C (-5.6109, -25.6849, 3.2047)  -1.498
C (-3.8862, -27.1820, 4.4857)  -2.230
H (-8.7683, -26.0510, 0.2424)  0.243
H (-6.9547, -25.8955, 0.0828)  0.722
H (-8.0822, -24.5175, -0.0158)  0.646
H (-8.7215, -24.6568, 2.3985)  0.668
H (-7.3574, -24.0409, 1.8114)  -0.286
H (-8.4812, -26.9869, 3.8350)  -0.192
H (-6.3204, -27.7263, 5.5468)  0.646
H (-4.8770, -25.2156, 2.5663)  1.241
H (-3.3158, -27.1522, 3.5573)  0.835
H (-4.0342, -28.2134, 4.8056)  0.573
H (-3.3646, -26.5677, 5.2197)  0.366
O (-3.8774, -26.0794, 6.4582)  -0.482
H (-4.1600, -26.7604, 7.0685)  0.237
H (-4.2893, -25.2791, 6.7840)  0.311
O (-3.4671, -24.6789, 0.5795)  -0.913
H (-4.0545, -24.2954, 1.2308)  0.452
H (-3.8516, -25.5332, 0.3830)  0.389
O (-8.1931, -25.2825, -1.3601)  -0.694
H (-7.8584, -26.1411, -1.6190)  0.393
H (-7.5009, -24.6701, -1.6091)  0.429
O (-9.8242, -26.0554, 2.9592)  -0.780
H (-10.6529, -25.7174, 2.6197)  0.398
H (-9.5234, -25.3834, 3.5708)  -0.203
O (-4.7524, -23.5327, 1.9777)  -0.623
H (-5.6437, -23.3091, 1.7095)  0.375
H (-4.5225, -22.8666, 2.6255)  0.175
O (-4.2991, -26.6223, 1.2112)  -0.647
H (-5.1022, -26.9884, 0.8409)  0.447
H (-3.6156, -27.2460, 0.9658)  0.318
O (-9.0706, -25.2578, 4.7120)  -0.622
H (-9.3657, -25.8386, 5.4133)  0.335
H (-9.7245, -24.5592, 4.6879)  0.502
O (-2.1021, -26.3731, 5.4131)  -0.734
H (-2.4084, -26.1347, 4.5381)  0.499
H (-2.7166, -25.9432, 6.0079)  0.398
O (-8.1585, -28.7401, 3.2689)  -0.559
H (-7.6323, -29.3242, 3.8150)  0.338
H (-9.0245, -29.1472, 3.2473)  0.254
O (-5.8670, -28.8760, 2.6849)  -0.810
H (-6.7707, -28.6726, 2.4438)  0.695
H (-5.8544, -28.8172, 3.6402)  -1.180
O (-1.9787, -27.0577, 2.6415)  -0.541
H (-1.4680, -27.8653, 2.6983)  0.291
H (-2.1164, -26.9263, 1.7034)  0.292
O (-6.0403, -28.1969, 6.7794)  -0.530
H (-5.2666, -28.4514, 7.2823)  0.387
H (-6.4787, -29.0238, 6.5786)  0.406
O (-3.6417, -29.3509, 3.1437)  -0.645
H (-4.4499, -28.9346, 2.8442)  0.274
H (-3.6924, -30.2448, 2.8052)  0.368
O (-6.0792, -29.6558, 4.5917)  -0.263
H (-6.8919, -29.5071, 5.0752)  0.358
H (-5.9804, -30.6077, 4.5753)  0.274
O (-5.9865, -27.7617, 0.6634)  -0.831
H (-6.8339, -27.7741, 1.1084)  -0.003
H (-5.6978, -28.6743, 0.6716)  0.508
O (-6.6105, -22.8636, 0.9827)  -0.665
H (-6.3204, -22.2366, 0.3202)  0.331
H (-7.1941, -22.3602, 1.5504)  0.238

Force components x, y, z for each atom (eV/Å):
N -2.55 -5.47 -0.09
H -0.39 -0.29 0.19
H 0.40 1.06 -0.07
H -0.12 0.11 -0.25
H -1.38 -0.72 -0.02
C -0.61 0.98 5.22
C 2.06 1.42 0.23
N 0.95 0.42 1.39
C 2.48 0.08 2.08
C -3.72 1.06 -2.41
N -2.89 2.74 -1.91
C 1.32 -2.53 0.03
C -3.51 -0.68 -2.87
H 0.14 -0.52 1.02
H -0.06 0.27 0.96
H 0.24 0.31 2.72
H 0.66 -0.56 -0.59
H 0.43 -1.78 0.91
H 1.98 0.67 0.66
H -0.26 1.27 -1.91
H -0.63 -0.15 0.61
H -0.77 -0.45 0.38
H 0.04 0.42 0.15
H -3.33 -3.26 -3.08
O -5.78 2.73 6.69
H 0.15 -0.19 0.25
H -0.31 0.61 0.45
O 2.70 1.00 -3.20
H 1.03 -0.22 -0.67
H 0.47 0.59 -0.26
O -1.06 -0.64 -8.63
H -0.02 -0.29 -0.93
H 0.24 0.18 -0.78
O -2.50 1.66 -4.52
H -0.41 0.13 -0.69
H 0.75 -0.38 -0.30
O 0.65 2.31 4.05
H 0.11 -0.03 -0.22
H 0.62 0.11 0.26
O 3.09 -0.78 1.62
H 0.29 0.51 0.21
H 0.06 -0.28 0.08
O 1.13 3.50 4.92
H 0.09 -0.22 0.50
H -0.33 1.30 1.37
O 8.44 1.25 -0.52
H 2.27 0.66 -0.55
H 2.50 1.09 0.90
O -2.92 -2.10 -0.51
H 0.16 -0.45 -0.44
H 0.44 -0.83 -0.13
O -0.56 0.69 -4.21
H 0.69 -0.06 -0.01
H 0.35 0.62 -0.96
O 1.28 0.22 -0.92
H 0.23 -0.31 0.23
H 0.38 0.59 -0.13
O 0.34 -1.11 3.78
H 0.31 -0.43 0.45
H 0.22 -0.37 0.84
O 2.04 -1.51 0.21
H 0.46 0.23 -0.74
H 0.15 -0.29 -0.22
O -1.27 -3.47 5.39
H 0.09 -0.18 0.74
H 0.57 -0.70 -0.29
O -5.25 -3.04 -3.38
H -0.16 0.43 -0.30
H 0.36 -0.27 0.04
O -2.65 2.45 -2.33
H 0.49 0.35 -0.54
H -0.43 0.57 0.07

Summary:
* total charge: +2
* total energy: -44174.0939 eV
* frontier orbital gap: 5.7263 eV
* strongest force on any atom: 9.25 eV/A

For the records above, the corresponding E_HOMO values read -5.0488; -9.9106; -12.3227 eV.